[1]
Here is C2H2CsFO as an isolated structure at a distorted geometry from the OMol25 dataset. Energies are from ωB97M-V/def2-TZVPD.

Energy relative to the best compared isomer or geometry (same formula, charge and spin), kJ/mol: 264.4
Gap between HOMO and LUMO (alpha / beta), eV: 3.6 / 3.6
Molar mass, g/mol: 193.94
LUMO level (alpha / beta), Eh: -0.0453 / -0.0454
Total energy, Eh: -272.50062

Geometry (Å):
O -0.240 -0.773 -0.498
C -1.373 -0.618 -0.031
C -1.508 0.296 1.116
H -1.924 -0.219 1.995
F -2.402 1.330 0.868
Cs 3.243 -0.088 -0.438
H -0.244 0.721 1.303

***

[2]
Here is C2H2CuF as an isolated structure at a distorted geometry from the OMol25 dataset. Energies are from ωB97M-V/def2-TZVPD.

Energy relative to the best compared isomer or geometry (same formula, charge and spin), kJ/mol: 85.6
Gap between HOMO and LUMO, eV: 7.1
Molar mass, g/mol: 108.58
LUMO level, Eh: -0.0560
Total energy, Eh: -1817.59142

Geometry (Å):
C -0.940 0.094 -0.150
H -1.330 1.111 -0.027
H -1.595 -0.723 0.160
C 0.349 -0.183 -0.367
F 1.196 0.976 -0.003
Cu 2.319 -1.275 0.387

***

[3]
Here is C2H2CuLiO2 as an isolated structure at a distorted geometry from the OMol25 dataset. Energies are from ωB97M-V/def2-TZVPD.

Spin multiplicity: 2
Energy relative to the best compared isomer or geometry (same formula, charge and spin), kJ/mol: 75.8
⟨S²⟩: 0.759
Gap between HOMO and LUMO (alpha / beta), eV: 10.0 / 8.2
Molar mass, g/mol: 128.52
LUMO level (alpha / beta), Eh: -0.1403 / -0.2032
Net charge: +1
Total energy, Eh: -1875.57722

Geometry (Å):
O -1.173 0.024 0.381
C -2.010 0.722 -0.085
C -2.586 1.627 -0.829
O 2.095 0.198 -0.120
Li 3.562 0.356 -0.966
Cu 0.619 -0.408 0.373
H -2.732 2.628 -0.419
H -3.075 1.310 -1.752

***

[4]
Here is C2H2DyFO2 as an isolated structure at a distorted geometry from the OMol25 dataset. Energies are from ωB97M-V/def2-TZVPD.

Spin multiplicity: 7
Energy relative to the best compared isomer or geometry (same formula, charge and spin), kJ/mol: 519.6
⟨S²⟩: 12.023
Gap between HOMO and LUMO (alpha / beta), eV: 7.5 / 5.9
Molar mass, g/mol: 239.53
LUMO level (alpha / beta), Eh: -0.1761 / -0.2360
Net charge: +1
Total energy, Eh: -1212.37143

Geometry (Å):
F -1.796 1.242 0.233
C -0.786 0.393 0.133
C -0.840 -0.925 0.102
H -1.707 -1.471 0.459
O 0.384 1.136 -0.333
O 1.368 0.217 -0.825
H 0.190 -1.323 -0.348
Dy 3.188 0.731 0.580

***

[5]
Here is C2H2EuLiO2 as an isolated structure at a distorted geometry from the OMol25 dataset. Energies are from ωB97M-V/def2-TZVPD.

Spin multiplicity: 9
⟨S²⟩: 20.017
Gap between HOMO and LUMO (alpha / beta), eV: 7.3 / 7.4
Molar mass, g/mol: 216.94
LUMO level (alpha / beta), Eh: -0.3202 / -0.3158
Net charge: +2
Total energy, Eh: -945.07231

Geometry (Å):
H 1.943 -1.017 -1.123
O -1.238 0.874 0.049
C -0.849 -0.256 0.505
C 0.381 -0.841 0.374
O 1.275 -0.233 -0.456
Li -3.088 1.153 -0.287
Eu 0.904 2.089 0.072
H 0.673 -1.768 0.866

***

[6]
Here is a 2-piece molecular cluster, C2H2F2I2O overall at a distorted geometry from the OMol25 dataset. Energies are from ωB97M-V/def2-TZVPD.

Energy relative to the best compared isomer or geometry (same formula, charge and spin), kJ/mol: 397.6
Gap between HOMO and LUMO (alpha / beta), eV: 6.7 / 8.9
Molar mass, g/mol: 333.84
LUMO level (alpha / beta), Eh: -0.0367 / 0.0036
Total energy, Eh: -947.60472

Geometry (Å):
C 1.337 0.556 -0.172
C -1.113 -0.495 0.776
O 0.665 1.283 -1.008
F -1.485 -0.030 1.931
F -1.079 -1.810 0.859
I 2.348 -1.278 -0.602
I -2.179 0.168 -0.982
H 1.402 0.685 0.819
H 0.104 0.919 -1.621